[1]
Formula: C3H5N2O2
Source: OMol25
Level of theory: ωB97M-V/def2-TZVPD

XYZ file:
```
12
Properties=species:S:1:pos:R:3:forces:R:3:lowdin_charge:R:1
O 1.5521 -3.9327 2.9093 0.654 -0.030 0.643 0.179
O -0.0242 -4.8467 1.7291 -0.281 -0.757 -0.002 0.167
N 0.6833 -3.9519 2.0981 -0.336 0.246 -0.443 -0.425
N -0.4981 -0.5931 0.0382 -0.517 -0.096 -0.371 0.028
C -0.0608 -1.6548 0.8180 3.765 -9.150 5.185 0.049
C 0.3964 -2.7369 1.4161 -3.679 9.060 -4.936 0.196
C 0.4105 0.5999 0.0505 1.001 1.115 -0.060 0.040
H -1.4388 -0.3189 0.3648 0.130 -0.056 -0.199 0.211
H 1.3259 0.3684 0.5928 -0.201 -0.206 -0.026 0.115
H -0.6037 -0.9437 -0.9279 -0.126 0.173 0.159 0.211
H -0.0728 1.4434 0.5335 -0.205 -0.131 0.039 0.114
H 0.6784 0.8805 -0.9672 -0.204 -0.169 0.010 0.116
```
Forces are in eV/Å.

Properties
**F_max**: 0.217 Eh/bohr
**Net charge**: +1
**Orbital gap**: 10.11 eV
**HOMO**: -0.5624 hartree
**ΔE to the lowest compared entry with this formula, charge and spin**: 166.5 kcal/mol


[2]
Formula: C4H8ClNS
Source: OMol25
Level of theory: ωB97M-V/def2-TZVPD

XYZ file:
```
15
Properties=species:S:1:pos:R:3:forces:R:3:lowdin_charge:R:1
Cl -0.2751 1.5663 -0.6732 -2.940 3.219 0.862 0.680
S 1.4769 -0.5015 -1.1161 2.651 -1.444 -0.513 0.685
N 2.1275 0.6613 -0.0373 0.747 -0.690 -0.102 -0.460
C -1.3237 0.5638 0.3267 -0.163 -0.104 0.225 -0.633
C -1.2339 -0.9227 0.2191 -0.333 -0.253 0.001 -0.198
C -2.4398 -0.1929 -0.3138 -0.272 0.010 0.087 -0.154
C 3.1875 0.3283 0.5789 -0.158 0.103 0.038 -0.185
H -3.3797 -0.2583 0.2287 0.160 0.052 -0.114 0.101
H 0.4374 0.2591 -1.4985 0.743 -0.896 -0.574 -0.269
H 3.6971 -0.6352 0.4729 -0.053 0.114 -0.007 0.057
H -1.4807 1.0125 1.3023 0.090 -0.046 -0.228 0.103
H -0.5346 -1.3264 -0.5038 -0.501 -0.075 0.410 0.002
H 3.6070 1.0594 1.2712 -0.025 -0.117 -0.098 0.064
H -1.3277 -1.5001 1.1341 0.030 0.128 -0.112 0.108
H -2.5382 -0.1136 -1.3911 0.022 0.000 0.125 0.101
```
Forces are in eV/Å.

Properties
**F_max**: 0.086 Eh/bohr
**Net charge**: 0
**Orbital gap**: 9.43 eV
**HOMO**: -0.3133 hartree
**ΔE to the lowest compared entry with this formula, charge and spin**: 73.6 kcal/mol


[3]
Formula: C2H6N2O2
Source: OMol25
Level of theory: ωB97M-V/def2-TZVPD

XYZ file:
```
12
Properties=species:S:1:pos:R:3:forces:R:3:lowdin_charge:R:1
O 1.2599 -0.5059 -0.4180 2.545 -2.964 -2.159 -0.187
O -2.8597 -0.5607 0.2485 -4.740 3.695 -1.709 -0.153
N 0.2861 0.3468 -0.3180 2.494 6.331 1.977 -0.005
N -1.9350 0.4511 -0.2802 -4.132 1.849 0.868 -0.063
C 2.3841 -0.0658 0.1781 2.383 4.054 4.253 -0.176
C -0.7855 -0.1803 -0.4050 -1.158 -2.691 -0.681 -0.289
H -3.9144 -0.0921 -0.0957 4.907 -2.462 1.543 0.238
H -0.6043 -1.1892 -0.6855 -1.773 -1.505 -0.069 0.149
H 2.5940 1.1973 0.1709 -0.504 -3.583 -1.022 0.150
H 2.3100 -0.1226 1.3186 -0.401 -0.184 -0.959 0.077
H -2.0066 1.4048 0.2498 0.654 -2.728 -0.969 0.186
H 3.2715 -0.6836 0.0366 -0.275 0.189 -1.073 0.072
```
Forces are in eV/Å.

Properties
**F_max**: 0.138 Eh/bohr
**Net charge**: 0
**Orbital gap**: 8.70 eV
**HOMO**: -0.3055 hartree
**ΔE to the lowest compared entry with this formula, charge and spin**: 172.5 kcal/mol